{
  "formula": "C23H30ClN3PYb",
  "method": "ωB97M-V/def2-TZVPD",
  "lumo_ev": [-7.683, -9.234],
  "orbital_gap_ha": [0.2382, 0.1811],
  "charge": 2,
  "spin_multiplicity": 2,
  "elements": ["Yb", "Cl", "P", "C", "C", "C", "C", "C", "C", "C", "C", "C", "C", "C", "C", "C", "C", "C", "C", "C", "C", "H", "H", "H", "H", "H", "H", "H", "H", "H", "H", "H", "H", "H", "H", "H", "H", "H", "C", "N", "C", "C", "N", "N", "C", "C", "H", "H", "H", "H", "H", "H", "H", "H", "H", "H", "H", "H", "H"],
  "positions_angstrom": [[0.149795, -0.416451, 1.820923], [0.690980, -2.501658, 3.044612], [-1.434280, -0.590406, -0.916865], [-1.028041, -0.878758, -2.658698], [-1.487725, -0.050595, -3.713394], [-1.139820, -0.349783, -5.038062], [-0.304047, -1.430329, -5.319909], [0.224323, -2.206049, -4.285713], [-0.119477, -1.932999, -2.964062], [-2.312194, -2.077325, -0.377120], [-2.846724, -2.049509, 0.930112], [-3.490896, -3.170576, 1.440608], [-3.575701, -4.343093, 0.670242], [-3.040041, -4.375955, -0.629594], [-2.427463, -3.238313, -1.159641], [-2.772053, 0.644717, -0.971116], [-2.622334, 1.807364, -0.179864], [-3.605311, 2.791522, -0.225977], [-4.730422, 2.639271, -1.043635], [-4.904213, 1.478486, -1.795285], [-3.936175, 0.471068, -1.756947], [-2.827069, -1.118799, 1.511079], [-3.933684, -3.129137, 2.442312], [-4.035490, -5.247166, 1.084229], [-3.067313, -5.285462, -1.238092], [-2.057226, -3.247357, -2.185907], [-2.153015, 0.797706, -3.488777], [-1.531592, 0.297689, -5.827128], [-0.036123, -1.638782, -6.344271], [0.905371, -3.029608, -4.496211], [0.258444, -2.574382, -2.153218], [-1.717897, 1.936041, 0.447227], [-3.488829, 3.690161, 0.374252], [-5.472287, 3.423002, -1.104378], [-5.773395, 1.341128, -2.444220], [-4.043809, -0.434515, -2.370084], [1.142431, 1.630999, -1.982192], [0.635537, 2.146341, -1.737266], [4.044902, -0.718430, 3.960456], [4.251688, 0.600979, 3.341534], [5.335345, 1.366539, 3.905578], [3.384347, 1.062801, 2.397554], [2.336180, 0.304976, 2.077760], [3.473585, 2.248805, 1.768624], [4.541494, 3.233599, 1.799010], [2.385934, 2.609837, 0.868129], [4.804678, -0.795279, 4.738951], [4.177717, -1.570795, 3.261396], [3.044611, -0.808015, 4.433254], [6.227978, 1.408787, 3.258604], [5.011857, 2.367595, 4.226638], [5.662336, 0.841135, 4.807879], [2.527731, -0.613556, 2.508043], [4.771359, 3.559567, 0.769016], [4.173712, 4.138310, 2.325372], [5.443271, 2.824621, 2.258284], [2.361671, 1.996020, -0.049468], [1.412886, 2.487301, 1.369607], [2.534483, 3.676712, 0.615806]],
  "forces_ev_per_angstrom": [[1.43, -0.85, -0.42], [-0.50, 1.31, -0.83], [-0.59, 0.26, 0.06], [1.16, -0.10, -0.86], [-0.06, -0.36, 0.53], [-0.10, 0.17, 0.48], [-0.04, 0.33, 0.31], [-0.10, 0.05, 0.28], [-0.55, 0.36, 0.19], [-0.09, -0.67, 0.30], [0.25, -0.37, -0.59], [-0.13, -0.27, 0.11], [0.28, 0.02, -0.26], [-0.06, 0.16, 0.44], [-0.11, 0.26, 0.30], [-0.05, 0.62, 0.52], [-0.25, -0.58, -0.53], [-0.10, 0.15, 0.08], [0.36, -0.25, 0.11], [0.32, -0.43, -0.13], [0.51, 0.08, 0.20], [-0.07, -0.07, -0.04], [0.20, -0.11, -0.44], [0.12, 0.47, -0.15], [-0.16, 0.34, 0.33], [-0.08, -0.05, 0.39], [0.49, -0.48, -0.25], [0.21, -0.36, 0.18], [0.01, -0.08, -0.07], [-0.19, 0.21, -0.03], [-0.06, 0.33, -0.44], [-0.48, 0.06, -0.39], [-0.07, -0.11, -0.13], [0.02, 0.04, 0.10], [0.26, 0.15, 0.33], [-0.03, 0.43, 0.35], [-0.49, 0.44, 0.18], [0.42, -0.45, -0.24], [-0.31, -0.32, -0.02], [-0.73, -0.07, -0.79], [0.96, 0.41, 0.75], [0.95, 0.74, 0.48], [-2.27, -2.15, 0.12], [-0.32, -0.60, -0.02], [0.37, 0.77, 0.00], [-0.15, 0.30, -0.23], [-0.33, -0.31, -0.16], [0.01, 0.53, 0.22], [0.52, 0.12, -0.17], [-0.41, 0.07, 0.19], [0.19, -0.33, -0.22], [-0.08, 0.31, -0.18], [-0.12, 0.32, -0.21], [-0.03, -0.39, 0.40], [0.44, -0.48, -0.05], [-0.40, 0.52, -0.38], [0.23, 0.32, 0.39], [0.18, 0.28, -0.08], [-0.34, -0.67, 0.00]]
}

{
  "formula": "C23H20N2O3",
  "method": "ωB97M-V/def2-TZVPD",
  "lumo_ev": -1.960,
  "orbital_gap_ha": 0.1691,
  "spin_multiplicity": 1,
  "relative_energy_kj_mol": 516.88,
  "elements": ["O", "C", "C", "N", "O", "O", "C", "C", "C", "C", "H", "H", "H", "H", "C", "C", "N", "C", "C", "C", "C", "C", "C", "C", "C", "C", "C", "C", "C", "C", "C", "C", "H", "H", "H", "H", "H", "H", "H", "H", "H", "H", "H", "H", "H", "H", "H", "H"],
  "positions_angstrom": [[-0.761024, 0.975081, 2.263254], [-0.605693, 1.881475, 1.400575], [-1.600102, 2.101466, 0.330717], [-2.883471, 1.475436, 0.486263], [-3.343697, 1.295136, 1.628711], [-3.510613, 1.156873, -0.553540], [-1.241123, 2.707200, -0.872308], [-0.008726, 3.347900, -0.987908], [0.883615, 3.354403, 0.099849], [0.584081, 2.685333, 1.273962], [-1.952064, 2.668214, -1.698469], [0.247613, 3.850596, -1.921011], [1.834235, 3.881977, 0.014789], [1.284087, 2.662878, 2.108105], [-1.145184, 1.655172, 6.079470], [-0.656509, 0.282545, 6.272538], [-1.011109, -0.454043, 7.349147], [-0.445791, -1.731377, 7.292510], [0.318756, -1.800343, 6.102859], [0.912470, -3.014160, 5.772245], [0.755577, -4.114435, 6.628317], [-0.036826, -4.028726, 7.785639], [-0.650598, -2.816961, 8.133172], [0.185886, -0.494646, 5.427587], [0.685401, -0.074361, 4.196109], [1.841846, -0.659093, 3.586745], [2.937031, -1.151785, 4.354406], [4.001084, -1.797785, 3.742626], [4.019775, -1.982456, 2.354972], [5.105973, -2.790566, 1.724184], [3.002297, -1.415777, 1.575984], [1.947534, -0.751091, 2.174652], [-0.663666, 2.082129, 5.196593], [-2.235644, 1.665968, 5.923321], [-0.916216, 2.277564, 6.957956], [-1.612076, -0.108508, 8.091769], [1.490388, -3.083710, 4.854842], [1.252794, -5.054737, 6.386906], [-0.175767, -4.911001, 8.409579], [-1.274270, -2.700857, 9.019235], [0.221105, 0.776533, 3.727072], [2.929634, -1.015385, 5.438002], [4.823315, -2.190712, 4.345244], [5.016162, -2.757163, 0.635487], [6.095285, -2.416595, 2.010623], [5.048688, -3.839268, 2.043029], [3.047209, -1.515578, 0.489689], [1.144329, -0.318343, 1.579305]],
  "forces_ev_per_angstrom": [[0.15, 0.40, 0.40], [-0.77, 0.24, -1.31], [1.30, -0.34, 0.91], [-1.51, -0.64, -0.16], [0.62, 0.35, -1.75], [0.81, 0.44, 1.43], [0.04, 0.21, 0.22], [-0.20, -0.08, -0.25], [-0.37, -0.10, 0.20], [-0.16, -0.20, -0.23], [0.19, 0.15, 0.25], [-0.03, -0.15, 0.28], [-0.22, -0.07, 0.01], [-0.01, -0.03, -0.18], [-0.09, 0.54, -0.12], [-0.50, -0.85, 0.25], [0.27, 0.75, -0.52], [0.24, -0.50, -0.68], [-0.29, -0.02, 0.62], [0.04, -0.35, 0.21], [-0.16, 0.36, -0.13], [0.06, 0.48, -0.09], [0.15, -0.14, -0.07], [0.21, -0.41, 0.02], [0.51, -0.07, 1.98], [1.00, -0.68, -0.74], [-0.40, 0.02, -0.13], [-0.28, 0.19, 0.18], [-0.33, 0.16, 0.00], [0.24, -0.08, -0.21], [0.28, -0.17, 0.20], [-0.51, 0.35, 0.34], [-0.23, 0.08, 0.16], [0.34, -0.05, 0.01], [-0.05, -0.14, -0.27], [0.25, -0.13, -0.26], [-0.09, -0.21, 0.25], [-0.22, 0.26, 0.02], [0.05, 0.28, -0.12], [0.15, -0.22, -0.18], [-0.22, 0.26, -0.56], [0.00, -0.07, -0.32], [-0.25, 0.16, -0.14], [0.12, -0.07, 0.14], [-0.13, -0.06, -0.07], [-0.01, 0.19, -0.06], [-0.09, 0.05, 0.32], [0.10, -0.10, 0.12]]
}

{
  "formula": "C42H32F5P2Tm",
  "method": "ωB97M-V/def2-TZVPD",
  "lumo_ev": [-6.622, -6.519],
  "orbital_gap_ha": [0.2751, 0.2786],
  "charge": 2,
  "spin_multiplicity": 3,
  "elements": ["C", "C", "C", "C", "C", "C", "P", "C", "C", "C", "C", "C", "C", "Tm", "P", "C", "C", "C", "C", "C", "C", "C", "C", "C", "C", "C", "C", "C", "C", "C", "C", "C", "C", "C", "C", "C", "C", "C", "C", "H", "H", "H", "H", "H", "H", "H", "H", "H", "H", "H", "H", "H", "H", "H", "H", "H", "H", "H", "H", "H", "H", "H", "H", "H", "H", "H", "H", "H", "H", "H", "H", "F", "C", "C", "C", "F", "C", "F", "C", "F", "C", "F"],
  "positions_angstrom": [[-1.714504, 0.658254, -3.853332], [-0.496636, 0.007513, -3.581127], [-0.218913, -1.238077, -4.173806], [-1.047133, -1.725026, -5.189239], [-2.141532, -0.953355, -5.611465], [-2.481172, 0.214117, -4.928441], [0.542144, 0.668999, -2.229099], [2.194557, -0.036750, -2.606557], [2.665567, -1.137668, -1.875173], [3.904745, -1.687776, -2.232354], [4.633314, -1.169538, -3.308638], [4.149602, -0.070732, -4.012832], [2.934096, 0.508907, -3.656162], [0.288731, -0.843571, -0.042697], [-2.404192, -0.892115, -0.315387], [-2.600908, -2.352057, -1.414367], [-3.700943, -2.443427, -2.271666], [-3.786634, -3.460239, -3.228231], [-2.794927, -4.453576, -3.277842], [-1.699170, -4.370941, -2.420715], [-1.586010, -3.334194, -1.488190], [-2.714368, -1.505546, 1.391587], [-2.506956, -0.598391, 2.447441], [-2.365032, -1.086046, 3.748087], [-2.576296, -2.438646, 4.013230], [-2.922171, -3.311153, 2.984099], [-2.988136, -2.854885, 1.663201], [-3.705399, 0.336558, -0.599646], [-3.385266, 1.704485, -0.767224], [-4.415846, 2.646351, -0.888205], [-5.756341, 2.244231, -0.802844], [-6.074491, 0.896510, -0.590550], [-5.050557, -0.052907, -0.482274], [0.525429, 2.469254, -2.414253], [0.330017, 3.086131, -3.659852], [0.369477, 4.480483, -3.765733], [0.607039, 5.272419, -2.636680], [0.777144, 4.660426, -1.386464], [0.714428, 3.270290, -1.264358], [-2.415969, 0.471990, 2.236106], [-2.082062, -0.407033, 4.548617], [-2.501965, -2.802935, 5.040348], [-3.141005, -4.354791, 3.201834], [-3.222305, -3.533519, 0.845668], [-4.484105, -1.698639, -2.164353], [-4.621682, -3.490436, -3.930381], [-2.891452, -5.285317, -3.979878], [-0.917099, -5.134997, -2.476096], [-0.727171, -3.310384, -0.797495], [-2.340123, 2.015558, -0.800029], [-4.175844, 3.700955, -1.051758], [-6.556385, 2.986188, -0.886817], [-7.116820, 0.573743, -0.515741], [-5.295405, -1.105026, -0.309846], [0.136306, 2.480770, -4.549897], [0.218595, 4.949403, -4.743239], [0.674692, 6.359141, -2.726751], [0.968820, 5.269283, -0.502662], [0.816942, 2.798102, -0.287070], [2.086699, -1.604475, -1.020788], [4.304887, -2.531140, -1.674016], [5.588594, -1.619095, -3.600998], [4.703387, 0.350335, -4.850648], [2.536118, 1.381895, -4.171216], [0.647567, -1.808346, -3.852558], [-0.841436, -2.680049, -5.671459], [-2.733906, -1.297535, -6.459171], [-3.372594, 0.765357, -5.244559], [-2.018461, 1.517948, -3.250798], [-4.362920, -1.120596, -3.989028], [-4.624287, -0.468195, -3.718259], [3.526795, 1.795390, -0.328926], [3.133776, 1.219800, 0.840677], [1.991873, 0.436202, 0.934232], [1.721676, -0.120909, 2.181113], [0.689115, -1.145267, 2.171649], [2.442020, 0.107199, 3.342752], [2.069775, -0.413428, 4.535905], [3.588550, 0.891318, 3.198379], [4.384773, 1.104657, 4.261471], [3.945620, 1.423346, 1.954609], [5.087445, 2.130605, 1.842426]],
  "forces_ev_per_angstrom": [[0.40, -0.13, -0.40], [-0.66, -0.47, 0.55], [-0.17, 0.37, -0.19], [-0.29, 0.47, 0.07], [0.53, -0.31, 0.19], [-0.12, 0.15, -0.17], [0.06, 0.10, -0.89], [-0.57, 0.32, 0.24], [0.34, 0.19, -0.65], [-0.19, -0.33, 0.29], [-0.10, 0.01, 0.16], [-0.19, 0.26, -0.13], [0.15, -0.37, 0.28], [0.19, 0.19, 0.47], [-1.24, -0.29, 0.34], [0.12, -0.14, -0.15], [0.21, -0.22, 0.33], [0.38, -0.36, 0.29], [-0.41, 0.58, 0.03], [0.50, -0.20, 0.35], [-0.57, 0.45, -0.44], [0.00, -0.14, -0.11], [0.54, -0.34, 0.02], [-0.20, 0.23, -0.27], [-0.05, -0.03, 0.07], [-0.18, 0.03, -0.18], [0.44, 0.21, 0.24], [-0.14, 0.66, 0.06], [-0.46, -0.49, -0.10], [0.01, -0.17, 0.03], [0.23, -0.16, 0.03], [0.31, -0.11, -0.06], [-0.12, 0.22, -0.08], [0.00, 0.52, 0.40], [0.10, 0.10, -0.01], [0.00, -0.04, 0.04], [0.09, -0.43, 0.10], [-0.04, -0.10, -0.13], [-0.03, -0.02, -0.54], [0.11, -0.27, 0.11], [-0.23, -0.10, -0.09], [0.04, 0.08, -0.37], [0.05, 0.22, -0.03], [0.09, 0.04, 0.21], [0.28, -0.46, -0.18], [0.16, -0.02, 0.30], [0.14, 0.33, 0.22], [-0.31, 0.28, 0.08], [-0.15, -0.18, -0.15], [-0.21, 0.02, -0.07], [-0.06, -0.40, 0.12], [0.34, -0.30, 0.01], [0.40, 0.17, 0.00], [-0.01, 0.40, 0.05], [0.12, 0.24, 0.29], [0.07, -0.20, 0.40], [-0.08, -0.39, 0.02], [-0.11, -0.16, -0.24], [0.09, 0.14, -0.19], [1.05, 0.09, -0.91], [-0.08, 0.13, -0.12], [-0.43, 0.15, 0.25], [-0.02, -0.17, 0.23], [0.21, -0.20, 0.00], [0.03, 0.07, -0.20], [0.04, 0.26, 0.14], [0.07, 0.15, 0.25], [0.41, -0.17, 0.23], [0.11, -0.12, -0.44], [-0.52, 0.80, -0.05], [-0.13, -0.38, -0.39], [-0.51, -0.57, 0.88], [0.17, 0.27, -0.03], [-0.66, -0.86, 0.41], [1.06, 0.64, -0.49], [0.24, 0.56, 0.29], [-0.52, -0.58, 0.69], [0.53, 0.47, -1.16], [0.53, 0.08, 0.77], [-0.80, -0.15, -0.96], [0.68, 0.49, -0.21], [-1.04, -0.61, 0.20]]
}